Below is one molecule with the formula C2H4N4O2 at a distorted geometry, with properties calculated with wB97M-V/def2-TZVPD.

Each line ends with the natural charge from an NBO analysis.
Atoms and positions in Å:
1 C 0.543 -0.432 0.690  0.634
2 C -1.328 0.001 -0.211  0.511
3 H 2.491 -1.045 1.381  0.535
4 H -3.287 -0.235 0.452  0.385
5 H -0.443 0.277 -2.044  0.405
6 H 1.491 1.535 0.005  0.455
7 N -0.675 -0.296 1.023  -0.510
8 N -2.607 -0.130 -0.388  -0.737
9 N -0.385 0.501 -1.058  -0.467
10 N 0.865 -0.059 -0.595  -0.062
11 O 1.374 -0.959 1.535  -0.647
12 O 1.961 0.842 -0.789  -0.502

Calculated total energy: -447.96133 Eh
Relative energy (zero: lowest compared OMol25 entry of this formula, charge and spin): 3.839 eV
Orbital gap: 8.873 eV
Maximum force: 0.1318 Eh/bohr
Lowest unoccupied orbital energy: -0.0039 hartree

=====

Below is C24H46IrNO3P as an isolated structure, with properties calculated with wB97M-V/def2-TZVPD.

Each line ends with the Löwdin spin population.
Atoms and positions in Å:
1 Ir 0.056 -0.115 -0.235  2.585
2 N 0.010 1.398 1.467  0.114
3 C 1.155 1.366 2.398  0.056
4 C 2.239 0.418 1.850  0.093
5 O 3.299 0.495 2.565  0.838
6 O 2.088 -0.307 0.874  0.130
7 H -0.091 2.327 1.066  0.007
8 H -0.848 1.210 1.978  0.007
9 H 0.851 0.986 3.372  0.000
10 H 1.582 2.358 2.537  0.001
11 C 1.761 3.374 -0.991  0.006
12 C 2.987 2.975 -1.809  0.001
13 C 2.873 1.533 -2.296  0.008
14 C 1.572 1.301 -3.112  0.043
15 C 0.668 2.537 -3.135  0.002
16 C 0.433 3.104 -1.738  0.038
17 P 0.722 -0.218 -2.539  0.146
18 C -0.823 -0.573 -3.442  0.022
19 C -2.045 0.086 -2.778  0.032
20 C -3.290 -0.293 -3.578  0.005
21 C -3.254 0.321 -4.990  0.002
22 C -1.833 0.696 -5.426  0.001
23 C -0.786 -0.323 -4.979  0.005
24 C 1.901 -1.593 -2.737  0.016
25 C 1.443 -2.845 -1.958  0.002
26 C 2.124 -4.117 -2.494  0.000
27 C 3.508 -3.795 -3.041  0.000
28 C 3.400 -2.889 -4.277  0.002
29 C 2.180 -1.950 -4.205  0.005
30 H 1.831 4.424 -0.707  0.000
31 H 1.795 2.806 -0.050  0.003
32 H 3.890 3.084 -1.207  0.000
33 H 3.110 3.652 -2.656  0.000
34 H 2.912 0.869 -1.423  0.005
35 H 3.739 1.271 -2.904  0.000
36 H 1.842 1.059 -4.145  0.006
37 H -0.277 2.324 -3.633  0.000
38 H 1.159 3.292 -3.753  0.002
39 H -0.200 2.395 -1.179  0.026
40 H -0.162 4.014 -1.812  0.002
41 H -0.927 -1.651 -3.266  0.000
42 H -1.938 1.173 -2.733  0.001
43 H -2.146 -0.276 -1.743  0.018
44 H -4.192 0.010 -3.047  0.000
45 H -3.323 -1.385 -3.639  0.000
46 H -3.877 1.215 -5.022  0.000
47 H -3.692 -0.381 -5.700  0.000
48 H -1.578 1.684 -5.034  0.000
49 H -1.785 0.793 -6.510  0.000
50 H 0.201 -0.001 -5.312  0.001
51 H -0.971 -1.274 -5.481  0.001
52 H 2.832 -1.215 -2.300  0.000
53 H 0.356 -2.960 -2.021  -0.001
54 H 1.680 -2.711 -0.899  0.000
55 H 1.515 -4.560 -3.286  0.000
56 H 2.177 -4.860 -1.697  0.000
57 H 4.042 -4.709 -3.297  0.000
58 H 4.100 -3.309 -2.260  0.000
59 H 3.315 -3.496 -5.178  0.000
60 H 4.309 -2.296 -4.386  0.000
61 H 1.295 -2.439 -4.620  0.000
62 H 2.363 -1.064 -4.815  0.000
63 C -1.017 -1.802 2.674  0.010
64 C -1.348 -2.515 1.376  0.058
65 C -2.842 -2.618 1.132  0.017
66 C -0.639 -3.849 1.248  0.015
67 O -0.820 -1.689 0.268  0.654
68 H -1.580 -0.870 2.770  0.000
69 H 0.058 -1.621 2.752  0.000
70 H -1.302 -2.434 3.517  0.001
71 H -3.302 -3.208 1.926  0.003
72 H -3.046 -3.112 0.182  0.000
73 H -3.309 -1.632 1.129  0.000
74 H -1.030 -4.542 1.995  0.003
75 H 0.434 -3.741 1.411  0.000
76 H -0.810 -4.283 0.264  0.000

Calculated total energy: -1667.56220 Eh
Relative energy (zero: lowest compared OMol25 entry of this formula, charge and spin): 0.575 eV
Orbital gap (alpha / beta): 9.579 / 5.519 eV
Maximum force: 0.0055 Eh/bohr
Lowest unoccupied orbital energy (alpha / beta): -0.2019 / -0.3738 hartree
Net charge: +2
2S+1: 6

=====

Below is a 9-piece molecular cluster, C16H40N8O21S4 overall at a distorted geometry, with properties calculated with wB97M-V/def2-TZVPD.

Each line ends with the Löwdin charge.
Atoms and positions in Å:
1 C -0.737 -2.701 -4.845  -0.674
2 O -1.758 -3.183 -5.311  0.023
3 N -0.679 -1.548 -4.108  0.163
4 N 0.482 -3.318 -4.959  0.153
5 H -1.546 -1.051 -4.012  0.085
6 H 0.215 -1.109 -4.015  0.072
7 H 1.261 -2.938 -4.454  0.050
8 H 0.597 -4.182 -5.449  0.101
9 C -3.281 5.603 0.466  -0.684
10 O -3.019 6.770 0.734  0.010
11 N -3.109 4.593 1.371  0.153
12 N -3.721 5.164 -0.748  0.171
13 H -2.735 4.828 2.272  0.089
14 H -3.438 3.652 1.237  0.064
15 H -4.218 5.829 -1.311  0.109
16 H -3.953 4.190 -0.831  0.053
17 C -5.776 2.132 0.039  -0.693
18 O -6.042 3.302 -0.228  0.005
19 N -5.671 1.682 1.317  0.166
20 N -5.498 1.219 -0.936  0.156
21 H -5.503 0.716 1.531  0.099
22 H -5.830 2.305 2.086  0.107
23 H -5.554 1.566 -1.874  0.110
24 H -5.008 0.371 -0.724  0.092
25 C 1.306 4.612 0.932  -0.652
26 O 1.411 3.727 1.779  0.008
27 N 2.416 5.216 0.410  0.155
28 N 0.107 5.066 0.443  0.180
29 H 2.393 6.008 -0.204  0.095
30 H 3.310 4.947 0.777  0.103
31 H 0.136 5.969 0.003  0.103
32 H -0.649 4.811 1.058  0.076
33 C 0.718 0.846 -0.115  -0.144
34 C -0.108 -0.119 0.722  -0.139
35 O -1.445 0.003 0.231  -0.189
36 S -1.618 1.126 -0.910  0.629
37 O -2.680 2.005 -0.548  -0.232
38 O -1.667 0.493 -2.189  -0.223
39 O -0.197 1.831 -0.604  -0.185
40 H 1.161 0.359 -0.986  0.113
41 H 1.466 1.345 0.499  0.132
42 H -0.095 0.078 1.796  0.127
43 H 0.264 -1.141 0.622  0.109
44 C -1.586 2.185 3.064  -0.186
45 C -0.337 2.221 3.937  -0.170
46 O -0.331 1.053 4.763  -0.185
47 S -1.878 0.562 4.945  0.643
48 O -2.544 1.386 5.902  -0.221
49 O -1.959 -0.851 5.056  -0.216
50 O -2.309 1.026 3.446  -0.198
51 H -1.464 2.153 1.986  0.104
52 H -2.136 3.093 3.327  0.111
53 H -0.323 3.089 4.598  0.134
54 H 0.587 2.242 3.364  0.104
55 C 4.048 -1.648 -5.500  -0.126
56 C 5.241 -1.694 -4.516  -0.151
57 O 4.672 -1.811 -3.216  -0.190
58 S 3.263 -1.044 -3.164  0.608
59 O 3.473 0.360 -3.070  -0.201
60 O 2.390 -1.704 -2.257  -0.219
61 O 2.893 -1.495 -4.670  -0.234
62 H 3.926 -2.448 -6.221  0.135
63 H 4.130 -0.700 -6.039  0.131
64 H 5.838 -0.782 -4.534  0.131
65 H 5.905 -2.530 -4.723  0.134
66 C 4.046 -3.124 1.363  -0.139
67 C 3.421 -1.754 1.032  -0.162
68 O 3.311 -1.029 2.253  -0.200
69 S 4.411 -1.524 3.308  0.630
70 O 3.813 -1.496 4.593  -0.208
71 O 5.684 -0.935 3.052  -0.222
72 O 4.479 -3.051 2.727  -0.198
73 H 4.935 -3.296 0.758  0.129
74 H 3.339 -3.943 1.266  0.118
75 H 2.402 -1.814 0.656  0.098
76 H 4.052 -1.185 0.347  0.128
77 C -0.678 -5.432 1.623  -0.152
78 C -1.010 -5.370 0.132  -0.148
79 C -0.722 -3.910 -0.221  -0.201
80 O 0.427 -3.622 0.564  -0.185
81 C 0.174 -4.167 1.863  -0.183
82 H -0.132 -6.323 1.933  0.106
83 H -1.530 -5.374 2.303  0.108
84 H -2.046 -5.647 -0.060  0.113
85 H -0.339 -6.039 -0.401  0.112
86 H -1.536 -3.196 -0.058  0.122
87 H -0.461 -3.816 -1.277  0.119
88 H -0.379 -3.415 2.442  0.119
89 H 1.138 -4.277 2.360  0.113

Calculated total energy: -4244.55875 Eh
Orbital gap: 9.446 eV
Maximum force: 0.0393 Eh/bohr
Lowest unoccupied orbital energy: -0.0078 hartree